Below is the molecule C5H14N3P, with properties calculated with the ωB97M-V functional and the def2-TZVPD basis.

Each atom is followed by the atoms it is bonded to, with distances in Å.
Geometry (Å):
1 C 1.10688 -1.22392 -0.85228  C2 1.593, C3 1.543, H10 1.091, H11 1.084
2 C -0.07833 -1.54258 0.16381  C1 1.593, N6 1.434, H12 1.165, H13 1.137
3 C 2.23572 -0.59277 -0.00999  C1 1.543, P9 1.832, H14 1.090, H15 1.048
4 C -1.17068 -0.01659 1.75611  N6 1.518, H16 1.160, H17 1.207, H18 1.050
5 C 1.19776 1.83612 -0.82806  P9 1.800, H19 1.118, H20 1.178, H21 1.069
6 N -0.77547 -0.29957 0.31827  C2 1.434, C4 1.518, N7 1.356
7 N -1.58462 0.05201 -0.71194  N6 1.356, N8 1.363
8 N -2.66603 0.84885 -0.47836  N7 1.363, H22 0.992, H23 1.022
9 P 1.48118 0.92072 0.69513  C3 1.832, C5 1.800
10 H 1.29650 -2.22088 -1.25156  C1 1.091
11 H 0.77860 -0.59593 -1.67291  C1 1.084
12 H -0.81012 -2.37944 -0.18586  C2 1.165
13 H 0.13759 -2.00586 1.17910  C2 1.137
14 H 2.53594 -1.35492 0.70862  C3 1.090
15 H 3.08657 -0.29278 -0.54384  C3 1.048
16 H -1.19859 1.08037 2.13185  C4 1.160
17 H -2.30107 -0.43981 1.76309  C4 1.207
18 H -0.65449 -0.53286 2.51061  C4 1.050
19 H 0.53293 2.73429 -0.78219  C5 1.118
20 H 0.58089 1.38312 -1.72367  C5 1.178
21 H 2.06703 2.04924 -1.41243  C5 1.069
22 H -3.07888 1.00602 0.41024  N8 0.992
23 H -2.71931 1.58718 -1.18371  N8 1.022

Calculated values
lowest unoccupied orbital energy (alpha / beta)	0.56 / 0.85	eV
DFT total energy	-19165.5147	eV

=====

Below is a cluster of 2 separate species, C5H11N5O7P2 in total, with properties calculated with the ωB97M-V functional and the def2-TZVPD basis.

Each atom is followed by the atoms it is bonded to, with distances in Å.
Geometry (Å):
1 N 3.45656 -0.84282 -0.63685  C2 1.373, H16 1.057, H17 1.043
2 C 2.08542 -0.89818 -0.68009  N1 1.373, N3 1.521, N11 1.513
3 N 1.48648 -2.22849 -1.10856  C2 1.521, C4 1.517
4 C 0.00979 -1.89798 -1.00464  N3 1.517, N5 1.543, H18 1.187
5 N -0.15572 -0.43951 -0.52810  C4 1.543, P6 1.783, N11 1.388
6 P -1.83226 0.12439 -0.30258  N5 1.783, P7 2.181, H19 1.466
7 P -2.30754 1.88587 -1.49672  P6 2.181, O8 1.613, O9 1.745, O10 1.753
8 O -3.80573 2.31420 -1.08169  P7 1.613
9 O -1.31176 3.28280 -1.17959  P7 1.745, H20 1.002
10 O -2.35262 1.55082 -3.21645  P7 1.753, H21 1.020
11 N 1.07436 0.18001 -0.35849  C2 1.513, N5 1.388, C12 1.512
12 C 1.29151 1.61787 0.05729  N11 1.512, O13 1.493, H22 1.192, H23 1.194
13 O 2.70184 1.93333 0.43038  C12 1.493, N14 1.353
14 N 3.25408 2.32088 -0.74186  O13 1.353, O15 1.220
15 O 4.41546 2.66938 -0.60532  N14 1.220
16 H 3.93951 -1.51508 0.02042  N1 1.057
17 H 4.06923 -0.16139 -1.13580  N1 1.043
18 H -0.89809 -2.62851 -1.23013  C4 1.187
19 H -2.67639 -0.94673 -0.83918  P6 1.466
20 H -1.48020 4.03035 -1.82596  O9 1.002
21 H -1.38474 1.48164 -3.52952  O10 1.020
22 H 0.57907 1.96004 0.94924  C12 1.192
23 H 1.08184 2.27723 -0.91569  C12 1.194
24 C -1.68261 -2.55848 3.57361  C25 1.519, H28 1.094, H29 1.094, H30 1.094
25 C -1.50402 -1.93987 2.19786  C24 1.519, O26 1.263, O27 1.263
26 O -2.13129 -2.51236 1.26364  C25 1.263
27 O -0.74830 -0.92864 2.16602  C25 1.263
28 H -2.34596 -3.42786 3.53609  C24 1.094
29 H -0.71277 -2.88014 3.96459  C24 1.094
30 H -2.11516 -1.82276 4.25807  C24 1.094

Calculated values
lowest unoccupied orbital energy	-1.58	eV
DFT total energy	-45715.4253	eV

=====

Below is a cluster of 12 separate species, C36H72O12 in total, with properties calculated with the ωB97M-V functional and the def2-TZVPD basis.

Each atom is followed by the atoms it is bonded to, with distances in Å.
Geometry (Å):
1 C -6.32473 0.65688 -0.58547  C2 1.491, H5 1.090, H6 1.090, H7 1.090
2 C -5.30372 1.03152 0.43379  C1 1.491, O3 1.221, C4 1.485
3 O -5.42227 0.76052 1.61800  C2 1.221
4 C -4.07774 1.73609 -0.02107  C2 1.485, H8 1.090, H9 1.090, H10 1.090
5 H -6.04617 0.98091 -1.58822  C1 1.090
6 H -7.34286 0.99107 -0.38591  C1 1.090
7 H -6.32510 -0.43137 -0.64735  C1 1.090
8 H -3.27628 1.82524 0.71229  C4 1.090
9 H -4.26768 2.74587 -0.38489  C4 1.090
10 H -3.58543 1.18257 -0.82066  C4 1.090
11 C -0.83752 2.31076 2.61652  C12 1.532, H15 1.090, H16 1.090, H17 1.090
12 C -1.83632 3.19414 3.37017  C11 1.532, O13 1.246, C14 1.487
13 O -1.68275 4.42803 3.45697  C12 1.246
14 C -3.03384 2.53773 3.95817  C12 1.487, H18 1.090, H19 1.090, H20 1.090
15 H -0.52659 2.73083 1.65998  C11 1.090
16 H -1.12933 1.27574 2.43858  C11 1.090
17 H 0.07843 2.27575 3.20636  C11 1.090
18 H -3.58201 1.89426 3.27001  C14 1.090
19 H -3.80765 3.21200 4.32515  C14 1.090
20 H -2.65027 1.99714 4.82347  C14 1.090
21 C -0.87103 -4.95771 -0.76824  C22 1.523, H25 1.090, H26 1.090, H27 1.090
22 C -1.78597 -6.16025 -0.96166  C21 1.523, O23 1.219, C24 1.505
23 O -1.76995 -7.15650 -0.25965  C22 1.219
24 C -2.80581 -6.10951 -2.06787  C22 1.505, H28 1.090, H29 1.090, H30 1.090
25 H 0.02900 -4.99596 -1.38190  C21 1.090
26 H -0.60969 -4.92032 0.28930  C21 1.090
27 H -1.43958 -4.04236 -0.93247  C21 1.090
28 H -2.91178 -7.10428 -2.50067  C24 1.090
29 H -2.51549 -5.56703 -2.96762  C24 1.090
30 H -3.74936 -5.70707 -1.69929  C24 1.090
31 C -6.06321 -3.54498 -2.45021  C32 1.508, H35 1.090, H36 1.090, H37 1.090
32 C -4.76768 -3.02790 -3.02216  C31 1.508, O33 1.228, C34 1.503
33 O -4.42646 -3.17961 -4.19209  C32 1.228
34 C -3.85629 -2.25428 -2.11167  C32 1.503, H38 1.090, H39 1.090, H40 1.090
35 H -6.83162 -2.80117 -2.23950  C31 1.090
36 H -5.81662 -4.02920 -1.50532  C31 1.090
37 H -6.52429 -4.27923 -3.11080  C31 1.090
38 H -3.97141 -1.20900 -2.39847  C34 1.090
39 H -2.79651 -2.48852 -2.21213  C34 1.090
40 H -4.11427 -2.33249 -1.05553  C34 1.090
41 C 0.84648 -1.18736 -5.61834  C42 1.493, H45 1.090, H46 1.090, H47 1.090
42 C 0.15517 -0.67093 -4.39985  C41 1.493, O43 1.191, C44 1.513
43 O 0.71919 -0.68592 -3.35045  C42 1.191
44 C -1.30368 -0.28182 -4.49982  C42 1.513, H48 1.090, H49 1.090, H50 1.090
45 H 1.89948 -1.39957 -5.43324  C41 1.090
46 H 0.73648 -0.49364 -6.45187  C41 1.090
47 H 0.56237 -2.17680 -5.97664  C41 1.090
48 H -1.58292 -0.00223 -3.48397  C44 1.090
49 H -1.88923 -1.15354 -4.79193  C44 1.090
50 H -1.41301 0.61062 -5.11603  C44 1.090
51 C 3.27231 3.59999 -3.24290  C52 1.507, H55 1.090, H56 1.090, H57 1.090
52 C 2.11708 4.06034 -2.39179  C51 1.507, O53 1.204, C54 1.552
53 O 2.03530 3.74640 -1.23206  C52 1.204
54 C 1.30615 5.21309 -3.04095  C52 1.552, H58 1.090, H59 1.090, H60 1.090
55 H 4.16596 4.09931 -2.86852  C51 1.090
56 H 3.09017 3.89038 -4.27760  C51 1.090
57 H 3.39083 2.52567 -3.10187  C51 1.090
58 H 1.35818 6.18579 -2.55183  C54 1.090
59 H 0.26135 4.95443 -3.21296  C54 1.090
60 H 1.60725 5.31185 -4.08387  C54 1.090
61 C 0.14192 -2.17915 4.67543  C62 1.543, H65 1.090, H66 1.090, H67 1.090
62 C 0.42880 -0.66595 4.76086  C61 1.543, O63 1.233, C64 1.508
63 O 1.28834 -0.12329 4.06235  C62 1.233
64 C -0.34811 0.13683 5.77417  C62 1.508, H68 1.090, H69 1.090, H70 1.090
65 H 0.48369 -2.55518 3.71112  C61 1.090
66 H -0.87784 -2.45800 4.94082  C61 1.090
67 H 0.80896 -2.69188 5.36844  C61 1.090
68 H -1.40565 -0.12002 5.83527  C64 1.090
69 H -0.27004 1.21363 5.62414  C64 1.090
70 H 0.09151 -0.11531 6.73918  C64 1.090
71 C -5.14842 -2.35902 3.93004  C72 1.477, H75 1.090, H76 1.090, H77 1.090
72 C -3.74598 -1.89971 3.86090  C71 1.477, O73 1.247, C74 1.539
73 O -3.04970 -1.77382 4.88735  C72 1.247
74 C -3.05264 -1.65152 2.50908  C72 1.539, H78 1.090, H79 1.090, H80 1.090
75 H -5.27643 -3.36243 3.52398  C71 1.090
76 H -5.74688 -1.66983 3.33426  C71 1.090
77 H -5.46591 -2.31752 4.97195  C71 1.090
78 H -2.00061 -1.41248 2.66462  C74 1.090
79 H -3.39028 -0.74928 1.99912  C74 1.090
80 H -2.95439 -2.52567 1.86542  C74 1.090
81 C 2.84522 3.79868 2.20250  C82 1.529, H85 1.090, H86 1.090, H87 1.090
82 C 4.03396 4.75532 2.30661  C81 1.529, O83 1.230, C84 1.543
83 O 5.17623 4.31265 2.19316  C82 1.230
84 C 3.77323 6.24048 2.63347  C82 1.543, H88 1.090, H89 1.090, H90 1.090
85 H 2.59419 3.43864 3.20022  C81 1.090
86 H 2.96191 3.01699 1.45187  C81 1.090
87 H 1.99424 4.42234 1.92867  C81 1.090
88 H 4.70505 6.80534 2.60600  C84 1.090
89 H 3.36470 6.25857 3.64385  C84 1.090
90 H 3.05292 6.63056 1.91438  C84 1.090
91 C 6.21293 -2.88725 -2.06199  C92 1.542, H95 1.090, H96 1.090, H97 1.090
92 C 5.06314 -1.92292 -2.41781  C91 1.542, O93 1.218, C94 1.458
93 O 5.06028 -1.15828 -3.36622  C92 1.218
94 C 3.88562 -2.04995 -1.56819  C92 1.458, H98 1.090, H99 1.090, H100 1.090
95 H 6.33267 -2.79268 -0.98272  C91 1.090
96 H 7.18401 -2.52682 -2.40142  C91 1.090
97 H 6.03687 -3.94067 -2.27969  C91 1.090
98 H 3.01142 -1.76464 -2.15341  C94 1.090
99 H 4.01867 -1.30223 -0.78631  C94 1.090
100 H 3.69695 -2.89602 -0.90739  C94 1.090
101 C 7.47917 2.74306 -0.04905  C102 1.519, H105 1.090, H106 1.090, H107 1.090
102 C 6.63506 1.50826 -0.31218  C101 1.519, O103 1.235, C104 1.485
103 O 7.02832 0.38027 0.00311  C102 1.235
104 C 5.41718 1.67601 -1.14526  C102 1.485, H108 1.090, H109 1.090, H110 1.090
105 H 7.71237 3.24762 -0.98667  C101 1.090
106 H 8.40786 2.44813 0.43946  C101 1.090
107 H 6.92259 3.40299 0.61639  C101 1.090
108 H 4.82477 0.76199 -1.10395  C104 1.090
109 H 5.69628 1.62708 -2.19779  C104 1.090
110 H 4.81096 2.55525 -0.92723  C104 1.090
111 C 1.35172 0.61203 0.20405  C112 1.514, H115 1.090, H116 1.090, H117 1.090
112 C 0.14552 -0.29846 0.11642  C111 1.514, O113 1.239, C114 1.491
113 O -0.95310 0.25660 -0.02489  C112 1.239
114 C 0.28015 -1.77845 -0.00552  C112 1.491, H118 1.090, H119 1.090, H120 1.090
115 H 1.83781 0.75260 1.16948  C111 1.090
116 H 1.05944 1.59066 -0.17669  C111 1.090
117 H 2.15564 0.19213 -0.40051  C111 1.090
118 H 0.80974 -1.96463 -0.93986  C114 1.090
119 H -0.70595 -2.23755 -0.07575  C114 1.090
120 H 0.81336 -2.24838 0.82089  C114 1.090

Calculated values
lowest unoccupied orbital energy (alpha / beta)	-5.06 / -8.83	eV
total charge	+1
DFT total energy	-63058.5269	eV
2S+1	2

=====

Below is a cluster of 3 separate species, C4H7NO2 in total, with properties calculated with the ωB97M-V functional and the def2-TZVPD basis.

Each atom is followed by the atoms it is bonded to, with distances in Å.
Geometry (Å):
1 O 1.66513 0.15485 -0.42367  C2 1.358, H8 0.970
2 C 1.25872 0.99480 0.56259  O1 1.358, C3 1.329, H9 1.092
3 C 1.24744 2.31524 0.40870  C2 1.329, H10 1.083, H11 1.086
4 N -1.12666 -0.83503 -0.66353  C5 1.266, H12 1.023
5 C -2.38289 -0.73286 -0.78766  N4 1.266, H13 1.096, H14 1.093
6 C 0.76625 -2.48326 0.68531  O7 1.134
7 O 0.17097 -3.41280 0.94531  C6 1.134
8 H 1.50866 -0.75623 -0.12937  O1 0.970
9 H 0.93540 0.51447 1.48795  C2 1.092
10 H 0.93119 2.96372 1.21674  C3 1.083
11 H 1.57468 2.76044 -0.52583  C3 1.086
12 H -0.63289 -0.06377 -1.11838  N4 1.023
13 H -2.89432 0.07729 -1.32024  C5 1.096
14 H -3.02169 -1.49685 -0.33791  C5 1.093

Calculated values
lowest unoccupied orbital energy	0.92	eV
DFT total energy	-9844.6072	eV